(1)
A molecular structure, C21H29N7O7P2S2Zr, computed with ωB97M-V with the def2-TZVPD basis set.

Atoms and positions in Å:
Zr: 0.137 0.185 0.708
S: 0.451 -1.744 2.442
S: 2.703 -0.052 0.714
P: -0.374 0.283 -2.584
P: -1.271 -2.181 -1.449
O: -1.735 0.746 1.410
O: -1.078 -1.449 -0.163
O: -1.046 4.128 0.799
O: -3.053 2.474 1.986
O: -0.036 2.207 0.233
O: -1.148 -1.141 -2.690
O: 0.611 0.165 -1.457
N: -2.769 -2.766 -1.660
N: 0.429 0.556 -3.961
N: 5.296 -0.224 3.376
N: -1.573 1.360 -2.475
N: 2.642 -2.245 5.394
N: -0.185 -3.377 -1.611
N: 0.697 1.303 2.707
C: 1.975 4.488 6.072
C: 2.578 1.811 5.566
C: 2.383 -1.862 4.340
C: 2.843 3.789 6.902
C: -3.586 -2.675 -2.860
C: -3.249 -3.703 -0.643
C: 2.982 -0.689 2.315
C: 4.271 -0.432 2.898
C: 2.053 -1.388 3.022
C: 1.851 0.242 -4.091
C: 1.403 3.859 4.981
C: 1.710 2.523 4.739
C: -2.925 1.105 -1.984
C: -1.239 2.784 -2.616
C: 3.145 2.457 6.651
C: 1.166 -3.266 -1.051
C: -0.973 2.929 0.814
C: -2.055 2.023 1.498
C: -0.268 0.798 -5.216
C: -0.298 -4.295 -2.738
C: 1.138 1.848 3.611
H: -1.711 3.193 -3.512
H: -3.651 1.503 -2.696
H: 2.348 1.056 -4.620
H: 0.298 -3.958 -3.591
H: -1.336 -4.391 -3.054
H: 0.059 -5.279 -2.433
H: -3.653 -3.645 -3.361
H: 0.204 1.630 -5.742
H: 0.726 4.386 4.321
H: -4.278 -3.453 -0.382
H: 1.746 5.525 6.276
H: 1.994 -0.682 -4.659
H: 1.848 -2.758 -1.739
H: -2.646 -3.626 0.260
H: -4.596 -2.361 -2.589
H: 2.807 0.774 5.362
H: 1.539 -4.272 -0.862
H: 3.824 1.917 7.297
H: -0.163 2.927 -2.674
H: -0.232 -0.086 -5.859
H: -3.078 1.591 -1.019
H: -3.212 -4.733 -1.009
H: 1.147 -2.731 -0.105
H: -1.589 3.333 -1.742
H: -1.309 1.052 -5.028
H: 2.304 0.138 -3.110
H: -3.106 0.041 -1.857
H: -3.171 -1.950 -3.554
H: 3.288 4.287 7.753

Forces on atoms 1 to 2 (eV/Å):
Zr -0.204 0.043 0.192
S 0.041 -0.010 -0.034

Computed properties:
**Calculated total energy**: -3254.1398 Eh
**HOMO level**: -7.563 eV
**Gap between HOMO and LUMO**: 7.44 eV

---

(2)
A single C5H8O molecule, computed with ωB97M-V with the def2-TZVPD basis set.

Atoms and positions in Å:
O: 2.141 -0.770 1.422
C: 1.195 -0.361 -0.694
C: 2.442 -0.609 0.045
C: -1.411 -0.289 -0.310
C: -0.011 -0.301 -0.714
C: -2.076 1.084 -0.256
H: -1.295 -0.679 0.707
H: -1.338 1.854 -0.017
H: -2.021 -1.016 -0.852
H: -2.823 1.075 0.541
H: 3.180 0.187 -0.107
H: 1.683 0.035 1.701
H: -2.565 1.339 -1.200
H: 2.899 -1.550 -0.264

Forces on atoms 1 to 2 (eV/Å):
O 0.093 0.260 0.240
C -0.597 -0.108 0.285

Computed properties:
**Structure (SMILES)**: CCC#CCO
**Calculated total energy**: -270.4639 Eh
**HOMO level**: -9.612 eV
**Gap between HOMO and LUMO**: 10.46 eV

---

(3)
2 unconnected molecules or ions with the total composition C4H12 in a non-equilibrium geometry, computed with ωB97M-V with the def2-TZVPD basis set.

Atoms and positions in Å:
C: -0.159 -2.630 1.242
C: 0.177 2.217 -0.007
C: -0.154 1.972 -1.481
C: 0.065 -1.486 0.287
H: -0.849 -1.017 -0.064
H: -0.674 2.057 0.660
H: -0.784 -3.425 0.811
H: 0.603 3.191 0.216
H: 0.690 -0.699 0.699
H: 0.905 1.452 0.253
H: 0.733 -3.221 1.439
H: -0.499 2.806 -2.093
H: 0.824 1.778 -1.941
H: 0.566 -1.837 -0.623
H: -0.879 1.172 -1.608
H: -0.565 -2.329 2.208

Forces on atoms 1 to 2 (eV/Å):
C -0.166 -1.059 0.098
C -0.474 -0.363 0.103

Computed properties:
**Structure (SMILES)**: CC.CC
**Calculated total energy**: -159.5752 Eh
**HOMO level**: -11.507 eV
**Gap between HOMO and LUMO**: 12.67 eV

---

- Which of these has the lowest HOMO level?
  C4H12